14
Properties=species:S:1:pos:R:3 method="wB97M-V/def2-TZVPD" e_lumo_ha=0.0352 total_energy_ha=-361.83008 smiles="[H]/N=C1/CO[C@H](C)O1" homo_ev=-10.24
H -0.42 -3.07 0.26
N -0.55 -2.59 -0.63
C -0.38 -1.35 -0.48
C -0.74 -0.23 -1.43
O 0.08 0.83 -0.97
C 0.01 0.69 0.43
C 1.18 1.32 1.15
O -0.01 -0.72 0.67
H -0.81 -0.34 -2.50
H -1.81 -0.06 -1.24
H -0.96 1.11 0.76
H 1.07 1.19 2.23
H 1.22 2.39 0.93
H 2.11 0.85 0.83